The following is a DFT calculation (wB97M-V/def2-TZVPD) of 16 unconnected molecules or ions with the total composition C39H110O21 at a distorted geometry.

Summary:
orbital gap	9.83	eV
E_LUMO	0.330	eV

```
! RIJCOSX wB97M-V def2-TZVPD def2/J DEFGRID3
* xyz 0 1
C -1.40978 8.34668 21.75398
C -1.54691 8.85044 23.13946
O -0.24586 8.89924 23.75214
O -0.66138 7.04555 21.68966
H -0.76042 8.98316 21.20461
H -2.34203 8.16632 21.27924
H -2.32443 8.20123 23.55357
H -1.83356 9.89306 23.11700
H 0.03424 7.96926 24.06323
H -1.20875 6.22382 21.63463
C 2.58711 7.49797 20.95499
C 4.02442 7.05618 20.90318
O 4.65233 7.21136 19.67505
O 2.00635 7.29689 22.27495
H 1.91412 6.91228 20.24081
H 2.48124 8.53483 20.79799
H 4.16568 5.93078 21.12772
H 4.50577 7.59016 21.73092
H 4.87650 8.20810 19.58870
H 1.03686 7.06719 22.29210
C -2.15020 4.04918 22.51197
C -0.89039 3.36194 22.97038
O 0.18227 4.32018 22.97141
O -2.12249 4.72976 21.28560
H -2.39908 4.88929 23.18307
H -2.97354 3.29342 22.52707
H -0.59648 2.66650 22.27057
H -1.07111 2.75575 23.85891
H 0.03239 4.89503 23.72011
H -1.89375 4.11629 20.56232
C 5.33437 12.24529 19.78610
C 4.56350 10.95320 19.56202
O 5.26621 9.80096 19.16019
O 6.28593 12.09296 20.84682
H 4.53604 12.98344 19.97159
H 5.96993 12.42748 18.91566
H 3.70831 11.09046 18.89772
H 4.11594 10.86210 20.56250
H 6.17360 9.90007 19.37115
H 5.75866 11.81154 21.63480
C 2.48641 12.53287 22.02914
C 1.22061 11.80528 22.42185
O 1.26160 10.50996 21.88199
O 3.62359 12.00112 22.66473
H 2.29163 13.58758 22.34008
H 2.62202 12.47216 20.91524
H 0.36667 12.40194 22.01816
H 1.19621 11.83270 23.53582
H 0.85874 9.81096 22.41787
H 3.46444 11.07429 22.98600
C -0.82653 5.08315 17.33942
C -0.16392 4.63438 18.66817
O -0.73881 3.43250 19.23264
H -1.94257 5.09121 17.45119
H -0.59132 4.33283 16.58045
H -0.59275 6.04071 16.98232
H -0.45580 5.41394 19.41815
H 0.91860 4.51575 18.66558
H -0.94437 2.92487 18.45191
C 1.42231 15.99455 19.82874
C -0.03663 16.00898 19.35828
O -0.23933 14.95140 18.45569
H 1.74474 15.08232 20.33869
H 1.60485 16.84183 20.49084
H 2.11228 16.24202 18.94197
H -0.31858 16.90282 18.77493
H -0.78249 15.82865 20.22992
H -1.07041 14.51515 18.73834
C 7.06335 4.74034 18.19167
C 7.37881 4.76368 19.66372
O 7.02015 6.04660 20.18125
H 7.45570 5.60757 17.61630
H 5.94943 4.74852 18.05856
H 7.41101 3.89580 17.61336
H 8.44857 4.80288 19.77833
H 6.81787 3.97141 20.14457
H 6.19948 6.40506 19.80244
C -1.19825 11.68860 19.47211
C -2.35571 12.57554 19.82634
O -2.62324 13.68345 18.96053
H -0.99962 10.94946 20.30490
H -0.22634 12.22661 19.34834
H -1.48344 11.22497 18.50773
H -2.11452 13.06382 20.75240
H -3.26065 11.99705 20.07049
H -2.82331 13.40457 18.03106
C 7.03629 10.63379 13.98490
C 6.67213 11.32033 15.30925
C 7.78032 11.21342 16.37188
O 6.53657 12.72738 15.08749
H 6.32728 10.84670 13.19381
H 7.17101 9.58117 13.88163
H 7.96949 11.12155 13.70670
H 5.68958 10.95469 15.68389
H 7.38938 11.70585 17.21485
H 8.59855 11.79015 15.95485
H 8.00042 10.25563 16.81633
H 5.68493 12.88035 14.65570
C 5.34414 5.45742 25.66200
C 4.40344 5.25690 24.50413
C 3.56219 3.96323 24.67067
O 3.55796 6.43688 24.53219
H 6.12565 4.69287 25.74246
H 4.67262 5.28291 26.53865
H 5.83990 6.47452 25.74665
H 4.95816 5.29059 23.51433
H 2.91003 4.03053 25.58574
H 4.20790 3.12369 24.57447
H 2.79877 3.90797 23.96182
H 3.18634 6.50990 23.61179
C 10.15261 9.73209 19.91182
C 9.32293 8.65768 20.41425
C 8.89313 8.89791 21.84044
O 8.13218 8.64606 19.51681
H 11.03686 9.96101 20.58401
H 9.60086 10.70368 19.89671
H 10.49211 9.51354 18.90212
H 9.79752 7.69032 20.26493
H 8.33406 9.80970 21.99532
H 9.75910 8.73821 22.49697
H 8.05631 8.25268 22.17203
H 7.83146 7.72842 19.62359
C 5.97364 10.50697 24.54614
C 5.05462 9.23746 24.73457
C 4.45336 9.25040 26.11374
O 3.93693 9.30826 23.76715
H 6.83314 10.67586 25.19786
H 5.27130 11.38334 24.54851
H 6.33658 10.52238 23.47823
H 5.64247 8.35736 24.49949
H 3.67700 8.51785 26.18670
H 4.01536 10.19521 26.31362
H 5.20540 9.09417 26.91624
H 3.35968 8.53264 23.78076
C 2.13327 1.08650 21.40361
C 2.79763 1.92557 20.30866
C 2.45906 1.58834 18.85408
O 2.54786 3.36660 20.45153
H 0.99580 1.15248 21.33552
H 2.59085 1.24968 22.38237
H 2.41141 0.04593 21.14655
H 3.87649 1.74335 20.36768
H 2.76078 2.38020 18.10429
H 1.40088 1.47605 18.68537
H 2.93410 0.71567 18.40130
H 1.95803 3.51700 21.18522
C 2.96396 6.26749 13.81205
C 2.60804 7.32374 14.84864
C 2.63601 6.74851 16.25931
O 3.44520 8.50202 14.85930
H 2.23193 5.44533 13.79039
H 3.90346 5.82650 14.00883
H 2.88878 6.67195 12.78226
H 1.58686 7.68857 14.68983
H 2.35048 7.39880 17.06007
H 3.68427 6.42337 16.44342
H 1.97972 5.87877 16.30648
H 3.33226 8.90861 14.00862
C 0.60832 6.90385 27.37826
C 0.09754 6.02874 26.22850
C -1.35621 6.08022 26.07761
O 0.63260 6.34489 24.94375
H 1.70812 6.88305 27.41101
H 0.10725 6.66235 28.29578
H 0.34368 7.91638 27.17522
H 0.39966 5.00839 26.51776
H -1.61186 7.13509 25.81427
H -1.82043 5.84388 27.06337
H -1.82488 5.40975 25.37838
H 1.60258 6.17932 24.99673
*
```


The following is a DFT calculation (wB97M-V/def2-TZVPD) of 14 unconnected molecules or ions with the total composition C39H111N5O19 at a distorted geometry.

Summary:
orbital gap (alpha / beta)	7.58 / 2.39	eV
E_LUMO (alpha / beta)	-2.392 / -7.586	eV
<S²>	0.7540

```
! RIJCOSX wB97M-V def2-TZVPD def2/J DEFGRID3
* xyz 1 2
C -2.76855 2.26808 -0.91091
O -1.58045 1.51853 -1.22732
C -1.84202 0.36724 -1.94561
C -0.48541 -0.26476 -2.41610
N 0.26843 -0.70731 -1.24760
C 1.59861 -1.22940 -1.62793
C 2.36790 -1.42219 -0.29735
O 2.85192 -0.17786 0.13136
C 3.44619 -0.27151 1.44647
H -3.44345 2.41993 -1.75326
H -2.49155 3.24727 -0.52033
H -3.39963 1.80575 -0.15190
H -2.51511 0.65618 -2.75281
H -2.43829 -0.26375 -1.28652
H -0.04030 0.50994 -3.04046
H -0.72460 -1.09316 -3.08293
H 0.40327 0.06019 -0.60506
H 2.13562 -0.48699 -2.21830
H 1.50191 -2.21578 -2.08160
H 3.22783 -2.07685 -0.43891
H 1.78428 -1.99683 0.42186
H 3.99416 0.63626 1.69901
H 4.24461 -1.00073 1.58377
H 2.64188 -0.30069 2.18155
C -6.24974 3.00443 -0.16612
O -5.34222 3.99953 0.25971
C -5.69513 4.65631 1.51193
C -6.64399 5.80650 1.31068
N -5.86183 7.03946 1.00342
C -6.74811 8.18151 1.04588
C -6.12733 9.49936 0.54923
O -5.66990 9.45835 -0.77001
C -5.20884 10.74150 -1.24877
H -6.18606 2.07629 0.40186
H -5.86923 2.68957 -1.13780
H -7.26365 3.34291 -0.37950
H -4.79219 5.03418 1.99152
H -6.08932 3.93220 2.22494
H -7.20037 5.95183 2.23665
H -7.30322 5.57517 0.47403
H -5.39727 6.84411 0.12813
H -7.13925 8.36440 2.04671
H -7.64602 7.98519 0.45995
H -5.34566 9.80642 1.24408
H -6.86443 10.30199 0.57323
H -4.96738 10.58179 -2.29962
H -4.21224 10.90632 -0.83923
H -5.83551 11.59109 -0.97754
C -0.87831 -6.20002 2.83326
O 0.35973 -6.00478 3.55745
C 0.29233 -5.09405 4.60995
C 0.82358 -3.73923 4.08468
N 0.78814 -2.71081 5.05264
C 1.11881 -1.45093 4.42749
C 1.35187 -0.38842 5.47895
O 0.14777 -0.19494 6.25464
C -0.90116 0.52663 5.55236
H -1.07540 -5.28688 2.27161
H -1.74797 -6.45041 3.44079
H -0.73051 -7.02022 2.13075
H 0.67284 -5.35720 5.59690
H -0.76008 -4.92580 4.83843
H 0.16672 -3.48597 3.25251
H 1.85737 -3.84813 3.75681
H -0.12216 -2.64863 5.48576
H 0.27837 -1.18886 3.78478
H 2.03315 -1.60492 3.85445
H 1.63886 0.52568 4.95918
H 2.14956 -0.67804 6.16300
H -0.96371 0.36129 4.47679
H -0.76371 1.59118 5.74191
H -1.81973 0.16276 6.01273
C 4.65641 2.43500 4.10398
O 4.57090 0.99239 4.30074
C 5.75829 0.45413 4.88628
C 5.58711 -1.00235 5.18053
N 5.62927 -1.83318 3.99594
C 5.12385 -3.21229 4.30599
C 5.26847 -4.10394 3.10550
O 4.38113 -3.70804 2.11135
C 4.29893 -4.61828 1.06872
H 3.66651 2.84310 3.89985
H 5.39871 2.71869 3.35792
H 4.91211 2.98236 5.01124
H 5.98216 0.86442 5.87098
H 6.63167 0.55228 4.24156
H 4.68799 -1.14610 5.77971
H 6.42518 -1.30807 5.80686
H 5.01403 -1.53668 3.25185
H 4.05404 -3.25905 4.50952
H 5.74112 -3.54687 5.13973
H 5.05289 -5.09522 3.50423
H 6.29119 -4.19813 2.74043
H 5.25681 -4.90496 0.63471
H 3.92934 -4.11742 0.17393
H 3.77247 -5.54999 1.27576
C 2.63319 2.28418 -4.10501
O 1.72098 1.31499 -4.64346
C 2.36886 0.35600 -5.52110
C 1.35657 -0.84105 -5.71041
N 0.08058 -0.30478 -6.24448
C -0.97762 -1.32184 -6.25883
C -2.31813 -0.71964 -6.65257
O -2.84912 0.19787 -5.67520
C -4.15266 0.61462 -5.89897
H 3.20295 1.80279 -3.31019
H 1.97213 2.98413 -3.59398
H 3.30123 2.78920 -4.80271
H 3.32053 0.00278 -5.12404
H 2.61865 0.80907 -6.48049
H 1.19475 -1.32092 -4.74519
H 1.84278 -1.57347 -6.35481
H -0.17713 0.53506 -5.74613
H -0.96051 -1.70196 -5.23740
H -0.75851 -2.12884 -6.95801
H -3.05042 -1.52260 -6.73684
H -2.29567 -0.23961 -7.63091
H -4.15740 1.14814 -6.84946
H -4.39256 1.33622 -5.11805
H -4.88065 -0.19662 -5.90330
C -4.33627 -2.59758 1.00279
O -3.90854 -2.44497 -0.27936
H -4.15167 -3.61188 1.35664
H -3.77269 -1.85433 1.56675
H -5.36684 -2.27637 1.15400
H -2.95749 -2.56647 -0.23107
C 2.36653 -4.37125 -3.33935
O 3.48488 -3.56784 -3.07690
H 2.48040 -5.06159 -4.17516
H 2.14127 -4.96849 -2.45580
H 1.49885 -3.78487 -3.64166
H 3.70848 -3.14887 -3.91121
C 5.52754 -0.16428 -2.28872
O 5.10722 0.68879 -1.27369
H 6.48462 0.21500 -2.64684
H 5.86765 -1.14482 -1.95560
H 4.77845 -0.29401 -3.06982
H 4.17874 0.46384 -1.17923
C -5.68813 -0.71349 -2.30306
O -5.72667 -2.14747 -2.20042
H -6.18622 -0.19948 -1.48099
H -4.68236 -0.30475 -2.20582
H -6.18273 -0.43044 -3.23222
H -5.11325 -2.34619 -1.48919
C 7.37147 -1.56531 1.16289
O 7.89662 -1.25935 2.43105
H 6.32406 -1.28402 1.05380
H 7.90044 -1.13475 0.31265
H 7.43480 -2.62426 0.91244
H 7.22515 -1.59009 3.03217
C -1.02262 1.25485 1.84084
O 0.17429 1.73566 2.35819
H -1.51787 0.55777 2.51679
H -1.70730 2.02522 1.48609
H -0.64520 0.67161 1.00090
H 0.60335 2.38882 1.80062
C 1.13784 3.54390 -0.67697
O 0.48385 3.84915 0.52944
H 1.98218 4.20160 -0.88338
H 1.64865 2.58213 -0.63031
H 0.60459 3.59041 -1.62649
H 0.25849 4.78219 0.51367
C -2.94941 -3.19288 -3.85195
O -1.75784 -3.85271 -4.36778
H -3.80541 -3.84746 -3.68795
H -2.76139 -2.85642 -2.83237
H -3.14412 -2.28736 -4.42661
H -1.51128 -4.58746 -3.80125
C -0.52417 -3.99065 -0.42352
O -1.24204 -2.74964 -0.39501
H -0.03536 -4.02737 -1.39708
H 0.19580 -4.12196 0.38426
H -1.31112 -4.74451 -0.44561
H -0.58670 -2.08158 -0.60909
*
```